DFT (ωB97M-V with the def2-TZVPD basis set) results for C31H47As2N3O8S2Ti as an isolated structure.

* HOMO (spin up / spin down): -8.9 / -10.8 eV
* maximum force: 2.0 eV/A
* total charge: +1
* gap between HOMO and LUMO (spin up / spin down): 5.69 / 7.51 eV
* energy relative to the best compared isomer or geometry (same formula, charge and spin): 12.3 kcal per mole
* multiplicity: 2

Cartesian coordinates (Å):
Ti -1.610316 -0.055740 -0.621415
C -2.048484 1.930288 -4.260571
C -0.955937 0.919549 -3.900666
N -0.420982 1.080401 -2.521721
C 0.234162 2.401767 -2.362354
C -0.630126 3.535853 -1.813994
S -1.817220 2.999980 -0.560474
C -3.358761 3.612945 -1.295417
C -3.574989 3.296348 -2.794924
N -3.044764 2.016763 -3.218207
H -1.594457 2.911412 -4.410905
H -2.461401 1.636365 -5.230372
H -1.339468 -0.092184 -4.001886
H -0.140416 1.039448 -4.620790
H 0.350425 0.422153 -2.448337
H 1.092326 2.259184 -1.725310
H 0.636079 2.718054 -3.328874
H 0.019755 4.294844 -1.381581
H -1.202156 4.015527 -2.600927
H -4.144853 3.183556 -0.676128
H -3.378101 4.691957 -1.147337
H -4.647970 3.357873 -2.979543
H -3.121927 4.091243 -3.387061
H -3.773785 1.334048 -3.336621
C -0.641022 -1.941479 -1.755733
C -0.466922 -2.116025 -0.347242
C -1.744936 -2.237304 0.243352
C -2.707768 -2.137730 -0.786839
C -2.026964 -1.961730 -2.020871
C -2.692149 -2.047763 -3.357790
C -4.167730 -2.389425 -0.638572
C -2.025295 -2.630572 1.654641
C 0.809629 -2.491361 0.343533
C 0.446705 -2.089804 -2.775624
H -3.360001 -2.910452 -3.372145
H -1.960602 -2.177534 -4.155165
H -3.300307 -1.168452 -3.586966
H -4.351100 -3.467474 -0.671263
H -4.741307 -1.925160 -1.438692
H -4.550136 -2.016132 0.310913
H -2.108217 -3.718205 1.708650
H -2.970121 -2.218205 2.005242
H -1.241170 -2.321682 2.347005
H 0.900980 -3.579892 0.333136
H 0.823534 -2.173962 1.381667
H 1.689659 -2.092243 -0.147149
H 0.282403 -3.014501 -3.332452
H 1.423034 -2.155516 -2.299965
H 0.492149 -1.280551 -3.506441
S -6.115137 0.947572 -0.452049
C -4.579476 0.634415 -0.699105
N -3.433355 0.404585 -0.897802
C 4.248840 -1.700833 -2.421273
O 3.840739 -1.286281 -1.101897
C 3.121223 -0.185294 -0.992710
O 2.609978 0.392881 -1.931857
C 2.759231 0.162979 0.424444
C 3.593708 0.285248 1.456483
As 3.088607 0.412388 3.380487
C 3.765617 -1.399170 3.740412
C 1.199631 -0.077419 3.272546
C 0.334893 0.223276 2.234279
As 0.907709 0.771835 0.465693
C 1.295901 2.634553 0.944065
C -1.050642 0.298523 2.271272
O -1.722742 0.384878 1.133205
O -1.725631 0.392478 3.394838
C -3.155268 0.553736 3.326525
C 0.693625 -0.797025 4.458746
O -0.188627 -1.624188 4.454390
O 1.382593 -0.482079 5.574387
C 0.997098 -1.205184 6.754015
C 5.084543 0.427039 1.178712
O 5.577564 0.596186 0.096798
O 5.779506 0.522459 2.315074
C 7.186698 0.801948 2.161513
H 5.293221 -1.983982 -2.341231
H 4.125343 -0.895083 -3.135643
H 3.652959 -2.561996 -2.713992
H 4.848262 -1.389396 3.666786
H 3.347857 -2.110560 3.030236
H 3.478588 -1.673937 4.752440
H 1.795172 2.629413 1.906936
H 0.361111 3.183566 1.030551
H 1.938958 3.103659 0.202924
H -3.469831 0.756295 4.343065
H -3.630082 -0.357433 2.971426
H -3.426712 1.381557 2.678650
H 1.719769 -0.935038 7.515696
H 1.012010 -2.275861 6.571050
H -0.003073 -0.912563 7.063358
H 7.603808 0.765259 3.161385
H 7.323977 1.788120 1.725462
H 7.652844 0.059984 1.519924

Forces on the atoms, in the same order (eV/Å):
1.171 0.397 -1.521
0.128 0.024 0.247
-0.061 0.144 0.063
-0.208 -0.224 -0.054
-0.220 0.017 -0.048
-0.090 -0.081 0.041
0.055 -0.058 -0.085
0.065 -0.147 -0.068
0.228 -0.043 0.152
-0.192 -0.027 -0.109
-0.030 0.026 0.011
0.002 0.010 -0.080
-0.029 0.015 0.052
0.072 -0.077 -0.049
0.162 0.020 -0.072
0.178 -0.051 0.126
0.051 -0.012 -0.048
0.061 0.023 -0.028
0.044 0.045 -0.018
-0.026 -0.022 -0.014
-0.082 0.042 0.034
-0.084 0.046 -0.008
0.007 0.051 -0.080
-0.041 -0.077 0.041
0.010 -0.223 0.100
0.145 -0.164 0.042
0.060 -0.168 -0.060
-0.011 -0.063 0.013
0.017 -0.136 0.054
-0.043 0.167 -0.037
-0.055 0.015 0.014
0.031 0.164 0.065
-0.113 0.004 -0.068
0.044 0.192 -0.017
0.008 0.001 -0.022
-0.031 0.010 -0.001
0.001 -0.036 0.020
0.002 0.024 0.006
-0.006 -0.021 0.009
-0.007 -0.009 -0.018
0.008 -0.024 0.023
-0.026 -0.008 -0.007
-0.023 -0.017 0.002
0.001 -0.045 -0.009
-0.006 0.021 0.109
0.072 -0.025 -0.051
0.026 -0.011 -0.011
-0.037 0.019 -0.009
-0.008 -0.075 -0.014
0.024 0.054 -0.030
0.052 -0.074 -0.031
-1.249 0.185 -0.136
0.066 0.024 0.069
0.227 -0.071 0.087
-0.269 0.090 0.073
0.083 0.138 -0.004
0.176 -0.015 -0.353
0.122 -0.048 -0.049
-0.022 0.097 -0.103
0.038 -0.043 0.035
0.100 -0.065 0.363
0.031 0.003 -0.347
0.068 -0.017 0.797
-0.041 -0.017 -0.236
0.009 0.027 -0.312
-0.274 0.089 1.621
-0.311 0.060 0.094
0.098 -0.037 0.035
0.104 0.050 -0.085
-0.073 -0.070 -0.111
0.017 0.021 -0.011
0.035 0.063 -0.007
-0.111 0.266 0.243
-0.183 -0.160 -0.280
0.022 -0.222 0.048
-0.082 0.007 0.025
0.020 -0.013 0.019
-0.023 0.060 -0.011
-0.015 -0.023 -0.012
0.046 -0.006 0.006
-0.004 -0.003 0.002
-0.007 0.016 -0.004
0.088 0.000 0.109
-0.046 0.017 0.015
0.035 0.003 -0.056
0.029 -0.004 0.058
0.025 -0.057 -0.033
0.038 0.085 -0.063
0.034 0.029 0.017
0.019 -0.058 -0.035
-0.045 0.012 -0.013
-0.024 -0.004 0.027
-0.032 0.031 -0.020
-0.012 -0.055 -0.018

These are the Löwdin partial charges, in e, on atoms 1 to 8: 0.9135 -0.1892 -0.1750 -0.1111 -0.2664 -0.4059 0.9161 -0.4143